104
Properties=species:S:1:pos:R:3 method="wB97M-V/def2-TZVPD" homo_lumo_gap_ev=7.4 smiles="CCSCc1c2c(c(CC(=O)F)c(N)c1[C@@H](C)F)C(=O)N(P(C)CC)C2=O.CC#N.CC#N.CC#N.CC#N.CC#N.CC#N.CC#N.CC#N.CC#N" total_charge=0 homo_energy_ev=-8.02
C 3.2892 -0.8036 1.7432
C 4.2078 -0.3270 0.5567
S 3.3571 -0.0062 -1.0385
C 1.7600 -0.9014 -1.1322
C 0.5929 -0.3218 -0.2758
C 0.2658 1.0983 -0.3242
C -0.8070 1.7122 0.4939
C -1.6304 0.9057 1.3936
C -2.7386 1.6119 2.2419
C -2.0086 2.5122 3.3134
O -2.5382 3.4885 3.7143
F -0.7488 2.1647 3.7908
C -1.3490 -0.5556 1.4361
N -2.1595 -1.4003 2.3092
C -0.2631 -1.1456 0.6191
C -0.1016 -2.6872 0.7409
C -0.3832 -3.2940 -0.7169
F 1.1880 -3.1222 1.1280
C -0.9173 3.2651 0.2180
O -1.6264 4.0430 0.7978
N -0.0370 3.4181 -0.8771
P 0.8963 4.9268 -1.0481
C 0.1361 5.7690 -2.5872
C 0.6592 6.0893 0.3981
C 1.4221 5.5032 1.6739
C 0.8328 2.2882 -1.1354
O 1.7444 2.4206 -1.9028
H 3.8733 -0.7538 2.7045
H 3.0825 -1.8927 1.5842
H 2.3721 -0.1693 1.8107
H 4.6669 0.6546 0.8737
H 5.0791 -1.0260 0.4204
H 1.9274 -1.9720 -0.8261
H 1.4151 -0.9309 -2.1979
H -3.3403 2.2714 1.5754
H -3.4141 0.9013 2.7778
H -1.7358 -1.3570 3.2422
H -3.0962 -1.0099 2.4243
H -0.8747 -3.1662 1.3977
H -1.2071 -4.0511 -0.7048
H -0.7576 -2.4592 -1.3686
H 0.5584 -3.6650 -1.1939
H 0.1390 6.8843 -2.5139
H -0.8803 5.3659 -2.8261
H 0.8125 5.5002 -3.4435
H 1.1630 7.0570 0.1110
H -0.4084 6.3412 0.6272
H 0.7149 5.0593 2.4236
H 2.1877 4.7498 1.3636
H 1.9077 6.3745 2.1973
C 3.7299 6.6363 -5.5844
C 3.3270 7.5088 -4.4578
N 3.0129 8.1964 -3.5754
H 3.1648 6.8992 -6.4777
H 4.7938 6.7585 -5.7867
H 3.5328 5.5951 -5.3330
C -4.4652 -2.0434 -0.8530
C -3.5003 -2.6680 -1.7876
N -2.7491 -3.1527 -2.5105
H -3.9809 -1.2326 -0.3059
H -5.3112 -1.6426 -1.4103
H -4.8268 -2.7853 -0.1442
C 0.9130 -2.1135 5.0419
C 2.3149 -2.3535 4.6296
N 3.3991 -2.5394 4.3024
H 0.6345 -2.8115 5.8308
H 0.8057 -1.0941 5.4125
H 0.2493 -2.2555 4.1887
C -6.0306 -5.8078 -2.6400
C -6.3901 -4.8883 -1.5352
N -6.6689 -4.1740 -0.6793
H -6.5817 -5.5387 -3.5403
H -4.9614 -5.7419 -2.8428
H -6.2785 -6.8324 -2.3649
C 6.9899 -1.7670 4.1764
C 7.2627 -1.4945 2.7465
N 7.4743 -1.2848 1.6371
H 6.9918 -0.8327 4.7377
H 6.0143 -2.2440 4.2807
H 7.7546 -2.4265 4.5812
C -5.1350 -5.5646 -6.7517
C -6.1600 -6.5155 -6.2575
N -6.9535 -7.2510 -5.8718
H -4.2131 -5.6856 -6.1833
H -4.9318 -5.7547 -7.8050
H -5.4929 -4.5419 -6.6366
C 1.2856 3.1598 -5.8602
C 1.4411 4.2436 -6.8618
N 1.5614 5.0849 -7.6357
H 1.9474 3.3392 -5.0121
H 0.2554 3.1284 -5.5067
H 1.5373 2.2006 -6.3115
C -7.2940 0.1960 1.0355
C -6.2276 -0.2265 1.9729
N -5.4025 -0.5540 2.7017
H -7.0777 -0.1800 0.0360
H -8.2538 -0.2001 1.3654
H -7.3485 1.2838 1.0039
C 5.9270 -4.0556 7.3348
C 7.3118 -3.8131 6.8658
N 8.3839 -3.6251 6.4989
H 5.8140 -5.0983 7.6298
H 5.7095 -3.4170 8.1905
H 5.2209 -3.8325 6.5341

111
Properties=species:S:1:pos:R:3 method="wB97M-V/def2-TZVPD" homo_lumo_gap_ev=1.1 total_charge=+2 homo_energy_ev=-9.49
O 0.4769 -2.2284 3.9311
C 0.0416 -1.4321 3.1234
C 1.0006 -0.5158 2.3144
C 2.4081 -0.5388 2.7379
C 3.3805 0.2886 2.0316
C 2.9686 1.1780 0.9291
C 1.5454 1.2017 0.5298
C 0.5611 0.3395 1.2091
C -0.9325 0.3138 0.7976
O -1.2588 0.8932 -0.2186
C -1.9403 -0.4159 1.7344
C -3.3872 -0.3248 1.5653
C -4.3377 -0.9868 2.4880
C -5.8652 -0.8852 2.3762
C -6.3514 0.6126 1.9829
C -7.5396 0.6801 0.9048
O -8.6950 1.2572 1.5219
C -3.8208 -1.8040 3.6298
C -2.3846 -1.9315 3.8010
C -1.4739 -1.2458 2.8767
H 2.7301 -1.2007 3.5700
H 4.4508 0.2157 2.3727
H 3.7484 1.7930 0.4244
H 1.2594 1.8766 -0.2933
H -3.8193 0.2634 0.7156
H -6.2592 -1.0535 3.4172
H -6.3661 -1.7545 1.6768
H -6.7081 1.1194 2.9193
H -5.4908 1.2317 1.6057
H -7.8401 -0.3705 0.5369
H -7.2040 1.2882 0.0196
H -8.4649 2.0830 1.9808
H -4.5168 -2.3246 4.3292
H -2.0068 -2.5617 4.6374
O -5.5393 -3.8846 3.2274
C -4.8337 -4.8340 3.0839
O -3.8656 -5.2048 3.9636
C -3.1307 -6.3187 3.4373
C -4.0611 -6.9605 2.4233
C -4.8406 -5.7712 1.8967
H -2.2084 -5.9439 2.9812
H -2.8702 -7.0015 4.2443
H -3.5323 -7.5213 1.6458
H -4.7415 -7.6486 2.9275
H -4.3311 -5.2862 1.0619
H -5.8567 -6.0471 1.6196
C 5.5565 0.7399 5.7462
C 6.4981 0.6768 4.5353
O 7.6436 1.1238 4.7377
O 5.9972 0.1829 3.5075
H 6.0594 1.1831 6.6171
H 4.6751 1.3403 5.5164
H 5.2299 -0.2794 6.0049
Na -3.2453 -6.2578 -0.1258
Br 1.9814 0.5382 -1.9068
C 1.1055 1.1220 -3.5486
C 2.0360 1.9621 -4.3873
Br 2.2049 3.7654 -3.6715
H 0.1973 1.6460 -3.2564
H 0.8381 0.2061 -4.0731
H 1.6312 2.0929 -5.3943
H 3.0447 1.5520 -4.4533
C -5.2517 -11.8128 -5.6139
C -5.4294 -11.2214 -4.2305
O -4.6998 -9.9844 -4.1004
C -5.2793 -8.9030 -4.6317
O -6.3332 -8.8981 -5.1951
C -4.4190 -7.6632 -4.3801
F -3.1206 -7.8730 -4.6549
F -4.4765 -7.2652 -3.0782
F -4.7979 -6.6168 -5.1141
H -4.1912 -11.9340 -5.8440
H -5.7407 -12.7852 -5.6808
H -5.6728 -11.1610 -6.3806
H -5.0198 -11.9034 -3.4848
H -6.4831 -11.0724 -3.9871
C 1.0865 -2.0999 -6.6269
Cl 0.2592 -3.5837 -6.1468
Cl -0.0263 -0.7250 -6.5824
Cl 2.4878 -1.8040 -5.5877
H 1.4380 -2.2199 -7.6470
C 4.3651 4.8409 -0.3608
Si 4.4391 6.7203 -0.4339
C 3.2879 7.3672 0.9017
C 3.7659 7.2340 -2.1117
N 6.0952 7.2153 -0.1922
Si 6.5864 8.8922 -0.1888
C 5.7703 9.8820 1.1842
C 6.2538 9.7464 -1.8302
C 8.4408 8.9689 0.1044
H 3.3376 4.5005 -0.5137
H 4.9916 4.3978 -1.1384
H 4.7047 4.4786 0.6119
H 2.3244 6.8550 0.8360
H 3.0988 8.4355 0.7911
H 3.6997 7.1866 1.8960
H 4.4633 6.9695 -2.9094
H 3.5711 8.3058 -2.1602
H 2.8207 6.7209 -2.3066
H 4.7165 10.0731 0.9770
H 6.2663 10.8504 1.2823
H 5.8497 9.3631 2.1410
H 6.6209 9.1465 -2.6648
H 6.7683 10.7095 -1.8517
H 5.1903 9.9384 -1.9786
H 8.9791 8.4361 -0.6826
H 8.6992 8.5198 1.0661
H 8.7776 10.0076 0.1083
Mg 6.6413 -1.0681 7.1938
Cl -7.8492 -1.9458 1.3065
Mg 3.4427 2.5453 -6.6489

Across the entries above, DFT total energy takes the values -86231.697 -287438.601 eV, respectively.